Record 1
C18H23IN2Sr | ωB97M-V/def2-TZVPD

HOMO energy (spin up / spin down): -5.09 / -5.09 eV
multiplicity: 1
maximum force: 0.0921 hartree/bohr
energy above the lowest of the compared OMol25 structures with the same formula, charge and spin: 641.0 kJ/mol
orbital gap (spin up / spin down): 3.361 / 3.370 eV
LUMO (spin up / spin down): -1.73 / -1.72 eV

Structure (XYZ):
```
45
Properties=species:S:1:pos:R:3:lowdin_charge:R:1
C 1.338 3.723 -1.219 -0.480
C 2.884 0.113 -0.955 -0.476
H 1.117 4.030 -2.269 -0.083
H 2.508 3.556 -0.994 -0.019
H 0.627 4.024 -0.427 -0.114
H 3.323 -0.402 -1.852 -0.029
H 3.704 0.870 -0.702 -0.023
H 2.703 -0.550 -0.071 -0.029
C -2.308 1.847 -2.286 -0.129
C -3.634 1.537 -2.726 -0.034
C -3.859 0.222 -3.146 -0.062
C -2.854 -0.746 -3.125 -0.004
H -2.067 2.823 -1.868 0.097
H -4.380 2.300 -2.696 0.094
H -4.850 -0.070 -3.487 0.108
H -3.006 -1.789 -3.386 0.098
N -1.325 0.933 -2.385 0.019
C -1.550 -0.337 -2.743 -0.192
C -0.401 -1.336 -2.705 -0.188
N 0.749 -0.994 -2.094 0.030
C 1.695 -1.893 -1.949 -0.205
C 0.557 -3.524 -3.131 -0.055
C 1.708 -3.157 -2.462 -0.037
H 2.606 -1.657 -1.384 0.035
H 2.596 -3.770 -2.299 0.120
C -0.507 -2.625 -3.249 -0.016
H -1.432 -2.885 -3.765 0.097
H 0.493 -4.512 -3.547 0.101
Sr 1.066 1.443 -1.160 1.096
I -1.327 2.140 1.406 0.954
C -1.038 0.658 4.436 -0.098
C 0.323 0.099 4.029 -0.645
C 1.399 0.628 4.969 -0.038
C 0.309 -1.420 3.984 -0.042
C 0.544 0.529 2.667 -0.171
C 0.498 0.911 1.465 -0.469
H -1.341 0.318 5.436 0.101
H -1.796 0.340 3.716 0.054
H -1.009 1.752 4.446 0.068
H 1.175 0.353 6.009 0.094
H 2.379 0.215 4.712 0.093
H 1.462 1.721 4.922 0.095
H -0.399 -1.770 3.227 0.096
H 1.299 -1.792 3.712 0.095
H 0.023 -1.853 4.949 0.095
```

***

Record 2
C6H12Cl2OSi2 | ωB97M-V/def2-TZVPD

HOMO energy: -9.06 eV
multiplicity: 1
maximum force: 0.0937 hartree/bohr
energy above the lowest of the compared OMol25 structures with the same formula, charge and spin: 282.9 kJ/mol
orbital gap: 9.236 eV
LUMO: 0.18 eV

Structure (XYZ):
```
23
Properties=species:S:1:pos:R:3:lowdin_charge:R:1
C -0.191 3.251 -0.802 -0.330
C -0.266 2.142 -0.334 -0.040
C -0.247 4.317 -1.792 -0.170
C -1.544 0.448 2.657 -0.187
C 0.993 -3.660 0.569 -0.165
C 1.074 -1.213 -1.776 -0.199
O -0.507 -1.236 0.709 -0.390
Si -0.153 0.177 1.416 0.146
Si 0.131 -2.210 -0.449 -0.006
Cl 1.735 0.082 2.123 0.386
Cl -1.582 -2.973 -1.184 0.397
H 0.497 4.145 -2.554 0.055
H -1.406 4.509 -2.130 0.128
H -0.087 5.335 -1.303 0.075
H -1.455 1.553 3.115 0.091
H -2.397 0.495 2.023 0.012
H -1.602 -0.204 3.501 0.021
H 1.450 -4.480 0.048 0.013
H 1.674 -3.254 1.313 0.014
H 0.115 -4.130 1.029 0.020
H 1.856 -0.619 -1.228 0.036
H 1.516 -1.910 -2.557 0.046
H 0.396 -0.567 -2.396 0.045
```

***

Record 3
C14H13FInO10 | ωB97M-V/def2-TZVPD

charge: -1
HOMO energy: -5.13 eV
multiplicity: 1
maximum force: 0.1720 hartree/bohr
orbital gap: 5.386 eV
LUMO: 0.25 eV

Structure (XYZ):
```
39
Properties=species:S:1:pos:R:3:lowdin_charge:R:1
O 0.525 -0.924 -1.015 -0.062
C -0.728 -0.907 -0.545 -0.279
F -1.202 -1.886 0.485 -0.151
C -1.902 0.152 -1.091 -0.224
In -3.740 -1.194 -1.474 0.476
O -5.520 -0.294 -0.806 -0.530
H -1.542 0.701 -2.083 0.055
H -2.176 0.913 -0.239 0.047
H -3.699 -1.569 -3.229 -0.129
H -3.498 -2.749 -0.538 -0.097
H -5.345 -0.127 0.186 -0.037
C -0.249 -1.060 5.056 0.065
C -0.605 -1.162 3.774 -0.194
C -1.899 -0.612 3.284 -0.275
O -2.190 -0.705 2.096 0.107
C -2.792 0.026 4.263 0.084
C -2.438 0.126 5.546 -0.217
C -1.132 -0.400 6.031 -0.320
O -0.826 -0.277 7.212 0.080
O -3.273 0.722 6.473 0.064
O 0.218 -1.784 2.853 0.091
H 0.689 -1.453 5.426 0.132
H -3.737 0.406 3.897 0.138
H -2.792 0.672 7.328 0.110
H -0.260 -1.728 1.997 0.077
C 4.564 0.524 -4.810 0.069
C 3.283 0.210 -5.014 -0.206
C 2.204 0.757 -4.144 -0.298
O 1.035 0.466 -4.368 0.120
C 2.596 1.635 -3.031 0.087
C 3.877 1.945 -2.824 -0.212
C 4.952 1.421 -3.711 -0.313
O 6.119 1.739 -3.507 0.089
O 4.252 2.768 -1.778 0.072
O 2.910 -0.635 -6.043 0.076
H 5.357 0.135 -5.435 0.133
H 1.804 2.011 -2.395 0.142
H 5.229 2.842 -1.842 0.112
H 1.932 -0.704 -5.983 0.118
```

***

Record 4
C5H6N2O | ωB97M-V/def2-TZVPD

HOMO energy: -9.16 eV
multiplicity: 1
maximum force: 0.1743 hartree/bohr
energy above the lowest of the compared OMol25 structures with the same formula, charge and spin: 679.1 kJ/mol
orbital gap: 9.460 eV
LUMO: 0.30 eV
SMILES: [H]/N=C(\C#C)NC(C)=O

Structure (XYZ):
```
14
Properties=species:S:1:pos:R:3:lowdin_charge:R:1
H 2.807 -1.254 1.023 0.190
N 2.417 -0.711 -0.011 0.100
C 1.239 -0.313 0.111 -0.437
C 0.586 -1.271 1.068 -0.125
C -0.212 -2.265 1.429 0.067
N 0.375 0.352 -0.838 0.120
C -0.825 0.862 -0.516 -0.502
C -1.309 2.179 -1.009 -0.067
O -1.828 0.396 0.235 -0.050
H -1.288 -2.799 1.969 0.147
H 0.644 0.776 -1.793 0.189
H -0.315 2.759 -1.579 0.124
H -1.639 2.885 -0.146 0.114
H -2.003 1.825 -1.925 0.131
```

***

Record 5
CH4NO2 | ωB97M-V/def2-TZVPD

charge: -1
HOMO energy: -1.76 eV
multiplicity: 1
maximum force: 0.0157 hartree/bohr
energy above the lowest of the compared OMol25 structures with the same formula, charge and spin: 206.7 kJ/mol
orbital gap: 6.677 eV
LUMO: 4.92 eV

Structure (XYZ):
```
8
Properties=species:S:1:pos:R:3:lowdin_charge:R:1
O 1.245 -1.856 0.150 -0.149
H 0.516 -1.274 -0.161 -0.054
C -0.344 0.426 -0.736 -0.568
N -1.177 1.036 0.283 -0.066
O 0.759 0.955 -0.832 -0.200
H 2.040 -1.406 -0.169 0.012
H -2.177 0.963 0.222 -0.001
H -0.862 1.156 1.242 0.026
```

***

Record 6
C13H10N3O2S6Zr | ωB97M-V/def2-TZVPD

charge: +1
HOMO energy: -11.11 eV
multiplicity: 1
maximum force: 0.0103 hartree/bohr
energy above the lowest of the compared OMol25 structures with the same formula, charge and spin: 37.0 kJ/mol
orbital gap: 7.005 eV
LUMO: -4.10 eV

Structure (XYZ):
```
35
Properties=species:S:1:pos:R:3:lowdin_charge:R:1
Zr -0.897 0.526 -1.487 1.118
O 1.710 -0.142 1.414 0.137
C 1.319 -0.029 0.286 -0.543
O 0.530 0.954 -0.141 -0.213
C 1.655 -1.035 -0.791 -0.189
C 2.759 -1.855 -0.692 0.037
C 3.007 -2.754 -1.719 -0.006
C 2.134 -2.806 -2.794 -0.016
C 1.040 -1.960 -2.812 -0.094
N 0.803 -1.088 -1.829 -0.046
H 3.401 -1.771 0.174 0.135
H 3.872 -3.403 -1.682 0.125
H 2.292 -3.490 -3.615 0.122
H 0.336 -1.975 -3.634 0.125
S 1.214 5.982 -0.399 0.655
C 0.367 4.769 -1.047 -1.475
S -1.189 4.240 -0.444 0.912
C -1.475 2.961 -1.608 -1.188
C -0.475 2.766 -2.541 -1.186
S -0.388 1.466 -3.703 0.593
S 0.917 3.821 -2.410 0.928
S -2.916 1.986 -1.408 0.574
C -0.567 -2.114 2.812 0.002
N -1.356 -0.904 2.619 -0.096
C -1.554 0.057 3.594 -0.010
C -2.264 1.058 3.038 -0.023
N -2.498 0.690 1.731 0.082
C -1.934 -0.502 1.479 -0.715
S -1.954 -1.374 -0.015 0.636
H -0.928 -2.642 3.692 0.106
H 0.479 -1.841 2.936 0.095
H -0.679 -2.748 1.938 0.067
H -1.165 -0.063 4.589 0.140
H -2.620 1.985 3.448 0.133
H -2.977 1.234 1.022 0.078
```